1.
Molecular formula: C20H52I2N3O6S5
Method: DFT, ωB97M-V/def2-TZVPD

Structure (ORCA input):
```
! wB97M-V def2-TZVPD RIJCOSX def2/J DEFGRID3
* xyz 1 1
C -2.46 -1.96 -2.71
C -1.03 -2.19 -3.29
C -1.13 -2.59 -4.74
C -0.30 -3.21 -2.41
C 0.89 -3.87 -3.11
C 0.08 -2.68 -1.03
O 0.54 -1.32 -0.99
N -0.54 -0.42 -0.80
C -0.09 0.52 0.12
N -0.02 0.18 1.40
N 0.29 1.73 -0.18
C 0.05 2.26 -1.53
I 1.37 1.36 -2.99
C 0.29 3.78 -1.50
C -0.55 4.45 -0.44
I 0.00 4.69 -3.41
H -2.63 -0.91 -2.53
H -3.22 -2.36 -3.36
H -2.57 -2.49 -1.77
H -0.53 -1.24 -3.23
H -0.19 -2.82 -5.21
H -1.55 -1.75 -5.28
H -1.81 -3.42 -4.91
H -1.00 -4.01 -2.23
H 0.52 -4.46 -3.92
H 1.63 -3.15 -3.45
H 1.32 -4.58 -2.41
H 0.92 -3.27 -0.70
H -0.71 -2.90 -0.31
H -1.35 -0.89 -0.38
H 0.78 0.49 1.94
H -0.72 -0.42 1.82
H -0.16 2.32 0.52
H -0.97 2.11 -1.87
H 1.33 3.92 -1.24
H -1.61 4.43 -0.66
H -0.33 4.11 0.56
H -0.28 5.49 -0.43
C 1.40 6.43 4.51
S 1.92 6.31 2.80
O 0.70 6.36 1.96
C 2.45 4.59 2.89
H 1.00 7.43 4.67
H 0.63 5.68 4.72
H 2.26 6.28 5.17
H 1.61 3.96 3.20
H 3.27 4.50 3.60
H 2.78 4.29 1.90
C 0.82 -3.47 -8.99
S 0.08 -4.51 -7.73
O 0.88 -4.32 -6.49
C 0.60 -6.07 -8.44
H 0.66 -2.43 -8.71
H 1.90 -3.66 -9.05
H 0.35 -3.67 -9.95
H 1.68 -6.09 -8.53
H 0.13 -6.19 -9.42
H 0.27 -6.87 -7.78
C -3.02 1.37 2.25
S -3.92 -0.15 2.02
O -2.98 -1.02 1.23
C -5.15 0.49 0.89
H -2.18 1.13 2.90
H -2.66 1.71 1.28
H -3.63 2.14 2.72
H -4.66 0.93 0.02
H -5.76 1.23 1.40
H -5.78 -0.34 0.57
C -2.14 -4.09 2.23
S -0.73 -5.19 2.00
O -0.68 -5.55 0.56
C -1.46 -6.58 2.88
H -1.92 -3.15 1.72
H -3.03 -4.54 1.80
H -2.28 -3.90 3.29
H -2.40 -6.87 2.40
H -1.63 -6.31 3.92
H -0.76 -7.42 2.82
C 3.91 5.52 8.81
S 4.93 6.26 7.52
O 4.01 6.71 6.44
C 5.68 4.72 6.97
H 3.32 6.32 9.26
H 3.25 4.78 8.37
H 4.55 5.07 9.56
H 4.90 4.02 6.65
H 6.26 4.29 7.78
H 6.33 4.95 6.13
*
```

Here are the Löwdin charges for atoms 1 to 4, given in e: number 1, C, carries -0.055; number 2, C, carries -0.379; number 3, C, carries -0.079; number 4, C, carries -0.321



2.
Molecular formula: C20H53BF5O20P5
Method: DFT, ωB97M-V/def2-TZVPD

## Properties
SMILES = BCCCC(F)(F)C(F)(F)F.COP(=O)(OC)OC.COP(=O)(OC)OC.COP(=O)(OC)OC.COP(=O)(OC)OC.COP(=O)(OC)OC

Structure (ORCA input):
```
! wB97M-V def2-TZVPD RIJCOSX def2/J DEFGRID3
* xyz 0 1
B 5.60 1.81 0.20
C 5.95 1.23 -1.33
C 4.90 0.04 -1.73
C 5.57 -1.43 -2.00
C 6.66 -1.91 -0.87
F 6.57 -3.42 -0.84
F 6.31 -1.48 0.53
C 8.23 -1.58 -1.26
F 8.41 -0.94 -2.58
F 9.11 -2.78 -1.19
F 8.72 -0.59 -0.24
H 4.45 2.00 0.41
H 6.46 1.96 1.02
H 5.74 2.15 -2.05
H 7.08 0.96 -1.47
H 3.99 0.03 -0.96
H 4.41 0.37 -2.77
H 5.97 -1.49 -3.12
H 4.67 -2.22 -1.95
C -1.33 -0.11 -1.97
O -1.29 1.09 -1.23
P 0.16 1.63 -0.78
O 1.32 0.88 -1.36
O 0.07 1.59 0.83
C -0.14 0.33 1.43
O 0.09 3.18 -1.18
C 0.15 4.17 -0.17
H -2.37 -0.43 -2.05
H -0.94 0.07 -2.98
H -0.75 -0.89 -1.48
H 0.45 -0.44 0.95
H -1.21 0.08 1.37
H 0.14 0.40 2.49
H -0.58 3.97 0.61
H -0.10 5.14 -0.62
H 1.15 4.22 0.25
C -0.21 -4.78 -0.67
O -1.29 -4.91 0.23
P -1.32 -3.90 1.49
O -0.29 -2.82 1.46
O -1.21 -4.90 2.75
C -0.05 -5.70 2.84
O -2.85 -3.39 1.48
C -3.70 -3.71 2.55
H -0.22 -5.62 -1.36
H -0.32 -3.85 -1.25
H 0.74 -4.77 -0.14
H 0.84 -5.12 2.59
H -0.14 -6.55 2.16
H 0.05 -6.07 3.86
H -3.69 -4.78 2.76
H -4.72 -3.43 2.27
H -3.41 -3.15 3.44
C -3.77 9.56 -3.45
O -2.88 8.59 -3.96
P -2.05 7.71 -2.89
O -2.46 7.91 -1.46
O -0.52 8.10 -3.22
C -0.15 9.45 -3.06
O -2.25 6.22 -3.44
C -1.13 5.49 -3.91
H -4.11 10.19 -4.27
H -4.63 9.07 -2.98
H -3.26 10.19 -2.71
H -0.59 9.88 -2.16
H -0.49 10.02 -3.94
H 0.93 9.52 -3.00
H -0.56 6.07 -4.64
H -1.49 4.58 -4.41
H -0.50 5.20 -3.07
C -2.80 5.86 2.26
O -2.52 6.45 3.51
P -1.51 5.66 4.48
O -0.84 4.47 3.87
O -2.43 5.34 5.77
C -3.56 4.53 5.55
O -0.51 6.83 4.95
C -0.47 7.22 6.31
H -3.63 6.40 1.79
H -1.92 5.92 1.61
H -3.10 4.81 2.39
H -3.33 3.70 4.88
H -4.37 5.13 5.13
H -3.90 4.13 6.51
H -1.47 7.43 6.68
H 0.13 8.13 6.39
H 0.00 6.43 6.91
C -1.65 -11.11 -3.59
O -2.14 -10.45 -2.44
P -1.05 -9.93 -1.38
O 0.38 -10.05 -1.82
O -1.42 -10.76 -0.05
C -1.33 -12.17 -0.13
O -1.54 -8.42 -1.09
C -2.00 -8.07 0.19
H -2.50 -11.56 -4.12
H -1.16 -10.39 -4.25
H -0.95 -11.91 -3.31
H -0.43 -12.47 -0.67
H -2.22 -12.56 -0.63
H -1.29 -12.58 0.88
H -2.76 -8.77 0.55
H -2.45 -7.07 0.14
H -1.16 -8.03 0.89
*
```

Here are the Löwdin charges for atoms 1 to 4, given in e: number 1, B, carries 0.044; number 2, C, carries -0.224; number 3, C, carries -0.209; number 4, C, carries -0.095



3.
Molecular formula: C20H53Ca3N3O12S
Method: DFT, ωB97M-V/def2-TZVPD

## Properties
Energy above the lowest of the compared OMol25 structures with the same formula, charge and spin = 1575.93 kJ/mol

Structure (ORCA input):
```
! wB97M-V def2-TZVPD RIJCOSX def2/J DEFGRID3
* xyz 4 1
Ca 3.01 2.58 -3.47
Ca -3.08 -3.15 -0.19
Ca 2.51 3.04 4.36
S -0.26 0.19 0.44
O 0.56 0.54 -0.63
O -1.62 0.20 0.07
O -0.09 -1.20 0.85
O -0.03 1.16 1.55
C -1.84 2.46 -5.83
O -0.66 1.74 -5.55
H -2.02 2.82 -4.81
H -1.75 3.40 -6.38
H -2.66 1.82 -6.15
H -0.93 0.87 -5.25
C -4.65 -0.64 4.23
O -4.01 -1.84 3.93
H -5.61 -0.69 3.71
H -4.95 -0.71 5.28
H -4.06 0.27 4.18
H -3.76 -2.18 4.79
C -6.27 -1.57 -1.04
O -5.95 -2.69 -0.27
C -7.13 -3.54 -0.05
C -6.68 -4.81 0.67
N -5.55 -5.54 0.10
C -5.03 -6.46 1.17
C -3.64 -6.93 0.77
O -2.80 -5.87 0.21
C -1.44 -6.21 0.08
H -6.67 -1.88 -2.01
H -5.42 -0.98 -1.37
H -7.02 -0.93 -0.57
H -7.73 -3.73 -0.94
H -7.92 -3.09 0.55
H -7.53 -5.50 0.64
H -6.51 -4.68 1.74
H -6.01 -6.12 -0.59
H -5.55 -7.40 1.35
H -4.95 -5.97 2.14
H -3.73 -7.74 0.04
H -3.15 -7.36 1.64
H -1.37 -6.74 -0.87
H -1.10 -6.80 0.94
H -0.87 -5.29 -0.03
C 1.19 5.39 -3.12
O 1.85 5.06 -4.30
C 2.31 6.22 -5.01
C 2.99 5.74 -6.33
N 4.08 4.87 -5.99
C 4.50 4.27 -7.24
C 4.76 2.76 -7.12
O 3.65 2.07 -6.63
C 3.28 0.99 -7.51
H 0.53 4.56 -2.88
H 0.61 6.31 -3.22
H 1.94 5.47 -2.33
H 3.05 6.80 -4.45
H 1.55 6.97 -5.21
H 3.40 6.62 -6.82
H 2.19 5.29 -6.91
H 4.75 5.40 -5.46
H 5.33 4.78 -7.73
H 3.75 4.27 -8.03
H 5.63 2.50 -6.52
H 5.11 2.44 -8.11
H 4.11 0.30 -7.69
H 2.77 1.07 -8.47
H 2.65 0.30 -6.96
C 6.73 1.06 5.11
O 5.35 0.70 4.81
C 5.32 -0.70 5.00
C 3.85 -1.13 4.63
N 2.80 -0.34 5.33
C 2.66 -0.44 6.73
C 1.37 0.20 7.19
O 1.37 1.62 6.80
C 0.32 2.37 7.55
H 6.76 2.13 5.31
H 7.44 0.79 4.33
H 7.10 0.56 6.01
H 5.60 -0.90 6.03
H 5.93 -1.16 4.22
H 3.64 -2.18 4.81
H 3.81 -1.09 3.54
H 1.99 -0.71 4.87
H 3.55 -0.07 7.24
H 2.57 -1.51 6.95
H 1.12 0.16 8.25
H 0.57 -0.29 6.63
H 0.31 3.43 7.33
H 0.46 2.20 8.62
H -0.68 2.01 7.34
*
```

Here are the Löwdin charges for atoms 1 to 4, given in e: number 1, Ca, carries 1.744; number 2, Ca, carries 1.690; number 3, Ca, carries 1.721; number 4, S, carries -0.006



4.
Molecular formula: C20H53N3O6
Method: DFT, ωB97M-V/def2-TZVPD

## Properties
Energy above the lowest of the compared OMol25 structures with the same formula, charge and spin = 0.00 kJ/mol
SMILES = COC[C@H](C)N.COC[C@H](C)N.COCCNCCOC.CC(C)O.CC(C)O

Structure (ORCA input):
```
! wB97M-V def2-TZVPD RIJCOSX def2/J DEFGRID3
* xyz 0 1
C 1.79 -1.23 1.40
C 1.75 -1.83 0.00
C 0.46 -1.47 -0.67
O 2.83 -1.27 -0.76
H 2.61 -1.67 1.96
H 0.87 -1.35 1.98
H 1.76 -0.13 1.38
H 1.73 -2.92 0.07
H 0.32 -1.96 -1.64
H 0.10 -0.45 -0.84
H -0.37 -1.91 -0.09
H 3.09 -0.48 -0.27
C 6.21 -3.45 -3.90
C 4.86 -2.94 -3.51
C 3.67 -3.78 -3.87
O 4.86 -2.75 -2.07
H 6.99 -3.10 -3.22
H 6.57 -3.13 -4.87
H 6.25 -4.54 -3.82
H 4.78 -1.93 -3.96
H 3.62 -3.87 -4.97
H 2.73 -3.36 -3.52
H 3.73 -4.78 -3.44
H 3.98 -2.40 -1.86
C 3.75 2.06 2.24
O 4.05 1.17 1.20
C 4.28 1.64 -0.11
C 3.38 2.74 -0.62
N 1.99 2.47 -0.28
C 0.95 3.17 -1.07
C 0.49 4.41 -0.30
O 0.31 4.08 1.05
C -0.14 5.08 1.93
H 4.29 1.77 3.14
H 2.70 2.13 2.52
H 4.11 3.05 1.94
H 4.36 0.77 -0.75
H 5.28 2.10 -0.07
H 3.58 2.88 -1.68
H 3.69 3.68 -0.16
H 1.76 2.73 0.67
H 0.07 2.53 -1.19
H 1.26 3.46 -2.07
H -0.48 4.78 -0.68
H 1.17 5.26 -0.45
H -0.47 4.63 2.86
H -0.96 5.61 1.42
H 0.62 5.84 2.11
C -5.32 -4.57 1.55
C -4.14 -3.86 0.90
C -3.54 -4.54 -0.29
O -2.24 -3.99 -0.46
C -1.43 -4.63 -1.42
N -4.54 -2.43 0.64
H -6.29 -4.28 1.13
H -5.50 -4.28 2.59
H -5.22 -5.66 1.47
H -3.38 -3.75 1.69
H -4.09 -4.30 -1.21
H -3.54 -5.62 -0.15
H -0.48 -4.89 -0.95
H -1.29 -4.03 -2.33
H -1.84 -5.59 -1.75
H -3.99 -2.12 -0.16
H -4.15 -1.88 1.41
C -4.61 4.97 1.95
C -4.69 3.50 1.55
C -3.28 2.95 1.37
O -3.36 1.59 0.98
C -2.18 0.86 0.70
N -5.53 2.70 2.43
H -4.42 4.99 3.04
H -5.54 5.53 1.88
H -3.77 5.47 1.48
H -5.19 3.52 0.58
H -2.65 2.96 2.26
H -2.80 3.54 0.57
H -1.46 1.53 0.22
H -2.59 0.03 0.14
H -1.64 0.47 1.58
H -5.54 1.73 2.14
H -5.07 2.73 3.34
*
```

Here are the Löwdin charges for atoms 1 to 4, given in e: number 1, C, carries -0.049; number 2, C, carries -0.443; number 3, C, carries -0.071; number 4, O, carries -0.059



5.
Molecular formula: C20H53N3O7
Method: DFT, ωB97M-V/def2-TZVPD

## Properties
Energy above the lowest of the compared OMol25 structures with the same formula, charge and spin = 443.15 kJ/mol
SMILES = COC[C@H](C)N.COCCNCCOC.COCCNCCOC.CCO.CCO

Structure (ORCA input):
```
! wB97M-V def2-TZVPD RIJCOSX def2/J DEFGRID3
* xyz 0 1
C 2.72 -2.30 3.90
C 1.68 -3.21 3.37
C 2.05 -3.64 1.94
O 3.22 -4.46 1.85
C 3.86 -4.41 0.55
N 1.69 -4.40 4.20
H 3.68 -2.77 4.15
H 2.38 -1.74 4.77
H 3.07 -1.62 3.13
H 0.72 -2.71 3.41
H 1.96 -2.82 1.22
H 1.27 -4.22 1.44
H 4.84 -4.89 0.58
H 4.09 -3.36 0.39
H 3.32 -4.85 -0.29
H 2.08 -4.23 5.12
H 2.45 -4.96 3.84
C 0.91 -4.39 -2.32
C 1.14 -3.09 -2.97
O 2.49 -2.76 -2.66
H 1.10 -4.40 -1.25
H 1.47 -5.16 -2.86
H -0.09 -4.73 -2.61
H 0.44 -2.36 -2.55
H 0.96 -3.12 -4.05
H 2.60 -2.97 -1.73
C 1.99 1.02 1.09
C 0.54 0.58 0.75
O 0.37 -0.86 0.98
H 2.11 1.20 2.16
H 2.14 1.93 0.50
H 2.70 0.28 0.69
H 0.37 0.90 -0.28
H -0.15 1.09 1.43
H 0.53 -1.44 0.23
C 2.04 2.56 -2.44
O 0.70 2.50 -1.97
C -0.29 3.44 -2.35
C -0.37 4.74 -1.47
N -0.76 4.38 -0.08
C -0.90 5.56 0.78
C -1.21 5.18 2.24
O -0.17 4.34 2.58
C -0.25 3.42 3.67
H 2.68 1.72 -2.16
H 2.59 3.36 -1.94
H 2.01 2.70 -3.52
H -1.25 2.94 -2.44
H -0.15 3.84 -3.36
H -1.10 5.42 -1.91
H 0.58 5.24 -1.65
H -0.12 3.74 0.39
H -1.71 6.17 0.39
H 0.01 6.16 0.79
H -2.16 4.68 2.39
H -1.19 6.09 2.85
H -0.77 3.73 4.57
H 0.69 2.97 3.98
H -0.74 2.51 3.31
C -3.35 -0.36 3.00
O -3.30 -0.79 1.66
C -3.49 0.19 0.61
C -2.82 -0.30 -0.71
N -3.80 -1.00 -1.60
C -3.06 -1.75 -2.52
C -2.55 -1.02 -3.79
O -1.47 -0.18 -3.38
C -0.90 0.66 -4.34
H -3.03 0.68 3.07
H -2.77 -1.04 3.62
H -4.36 -0.53 3.38
H -2.99 1.07 1.00
H -4.51 0.49 0.35
H -2.02 -0.98 -0.43
H -2.31 0.58 -1.12
H -4.29 -0.20 -1.99
H -3.73 -2.50 -2.95
H -2.22 -2.22 -2.00
H -3.24 -0.32 -4.25
H -2.26 -1.72 -4.58
H -1.72 1.20 -4.82
H -0.47 0.14 -5.20
H -0.23 1.36 -3.84
*
```

Here are the Löwdin charges for atoms 1 to 4, given in e: number 1, C, carries -0.083; number 2, C, carries -0.421; number 3, C, carries -0.205; number 4, O, carries -0.188



Maximum force in eV Å⁻¹, matching the order above: 2.105 5.330 6.923 2.499 3.537
Gap between HOMO and LUMO in eV, matching the order above: 6.852 10.842 3.032 9.472 9.421